# 1
Here is C36H34FIrN3O3SSi as an isolated structure from OMol25. Energies are from ωB97M-V/def2-TZVPD.

- HOMO level: -10.628 eV
- Gap between HOMO and LUMO: 0.2901 Ha
- Total charge: +1
- ΔE to the lowest compared entry with this formula, charge and spin: 0.000 eV

Structure (XYZ):
```
80
C36H34FIrN3O3SSi (ωB97M-V/def2-TZVPD)
Ir 1.588 1.106 -1.137
C -5.871 1.613 -2.429
C -5.384 0.604 -1.399
C -6.082 -0.745 -1.477
C -5.785 -1.428 -2.804
C -4.301 -1.485 -3.049
C -3.757 -2.439 -3.878
C -2.380 -2.499 -4.079
F -1.903 -3.448 -4.893
C -1.516 -1.640 -3.463
C -2.045 -0.660 -2.613
C -1.140 0.236 -1.910
O 0.102 0.080 -2.112
C -1.716 1.187 -1.044
C -3.091 1.212 -0.920
N -3.922 0.399 -1.553
C -3.428 -0.577 -2.415
C -1.004 2.186 -0.193
O -1.633 2.910 0.551
O 0.308 2.311 -0.260
H -6.947 1.756 -2.330
H -5.659 1.280 -3.445
H -5.384 2.578 -2.283
H -5.514 1.014 -0.397
H -7.154 -0.594 -1.349
H -5.737 -1.372 -0.651
H -6.274 -0.894 -3.623
H -6.191 -2.440 -2.812
H -4.391 -3.162 -4.377
H -0.449 -1.711 -3.613
H -3.532 1.945 -0.256
C -2.695 -1.835 1.296
C -1.928 -2.583 0.413
C -0.601 -2.244 0.186
C -0.018 -1.154 0.835
C -0.810 -0.406 1.713
C -2.135 -0.744 1.949
Si 1.718 -0.599 0.426
C 2.744 -0.406 1.982
C 2.208 -0.585 3.260
C 3.019 -0.560 4.389
C 4.386 -0.369 4.258
C 4.941 -0.203 2.995
C 4.128 -0.223 1.873
C 2.620 -1.650 -0.816
C 2.845 -3.025 -0.782
C 3.554 -3.643 -1.802
C 4.057 -2.895 -2.859
C 3.861 -1.522 -2.909
C 3.149 -0.923 -1.885
H -3.726 -2.107 1.485
H -2.361 -3.435 -0.097
H -0.016 -2.829 -0.516
H -0.396 0.464 2.213
H -2.728 -0.155 2.636
H 1.149 -0.769 3.386
H 2.583 -0.709 5.369
H 5.021 -0.364 5.135
H 6.011 -0.077 2.884
H 4.578 -0.107 0.893
H 2.464 -3.615 0.044
H 3.722 -4.712 -1.775
H 4.615 -3.382 -3.647
H 4.270 -0.935 -3.721
H 3.086 0.199 -1.955
S 3.423 2.329 -0.435
C 3.206 2.959 1.168
N 2.033 3.229 1.695
C 1.854 3.739 3.051
C 3.030 3.320 3.914
C 4.326 3.714 3.225
N 4.321 3.180 1.865
H 1.223 3.133 1.083
H 0.918 3.338 3.436
H 1.761 4.828 3.019
H 3.011 2.239 4.061
H 2.966 3.799 4.890
H 5.187 3.296 3.743
H 4.440 4.800 3.197
H 5.182 2.874 1.444
```



# 2
Here is C36H34N5O10STi as an isolated structure in a non-equilibrium geometry from OMol25. Energies are from ωB97M-V/def2-TZVPD.

- HOMO level (spin up / spin down): -7.616 / -8.195 eV
- Gap between HOMO and LUMO (spin up / spin down): 0.2441 / 0.2673 Ha
- Multiplicity: 2
- Total charge: 0
- ΔE to the lowest compared entry with this formula, charge and spin: 0.753 eV

Structure (XYZ):
```
87
C36H34N5O10STi (ωB97M-V/def2-TZVPD)
Ti -0.489 0.059 0.742
C -2.181 2.277 2.147
C -0.782 2.874 1.930
N 0.292 1.854 1.980
C 0.921 1.774 3.318
C -0.024 1.483 4.473
S -0.764 -0.175 4.481
C -2.525 0.160 4.279
C -3.060 0.078 2.854
N -2.279 0.823 1.842
H -2.493 2.425 3.178
H -2.896 2.816 1.523
H -0.728 3.350 0.957
H -0.599 3.645 2.684
H 1.009 2.193 1.339
H 1.693 1.008 3.281
H 1.409 2.733 3.531
H 0.564 1.568 5.388
H -0.814 2.230 4.552
H -3.042 -0.603 4.864
H -2.762 1.112 4.756
H -3.091 -0.964 2.538
H -4.092 0.446 2.854
H -2.827 0.777 0.977
O 0.911 0.036 -0.570
C 0.939 -1.039 -1.497
C -0.269 -1.953 -1.140
O -0.488 -3.037 -1.585
O -1.119 -1.327 -0.293
C 0.700 -0.462 -2.901
C 1.733 0.200 -3.559
C 1.509 0.834 -4.772
C 0.253 0.795 -5.359
C -0.779 0.125 -4.720
C -0.560 -0.489 -3.494
C 2.284 -1.759 -1.382
C 3.407 -1.004 -1.047
C 4.654 -1.596 -0.932
C 4.799 -2.960 -1.143
C 3.688 -3.715 -1.480
C 2.438 -3.122 -1.606
H 1.118 1.487 -0.842
H 2.724 0.223 -3.127
H 2.322 1.354 -5.261
H 0.080 1.283 -6.310
H -1.762 0.079 -5.171
H -1.386 -1.002 -3.016
H 3.303 0.056 -0.857
H 5.512 -0.990 -0.672
H 5.770 -3.428 -1.047
H 3.786 -4.780 -1.647
H 1.585 -3.726 -1.875
C -0.570 -4.926 3.662
C -1.475 -4.137 2.921
C -1.053 -2.988 2.315
C 0.290 -2.541 2.412
C 0.741 -1.312 1.827
C 2.075 -1.009 1.937
C 2.990 -1.822 2.644
C 2.555 -2.965 3.243
C 1.196 -3.353 3.140
C 0.735 -4.543 3.757
H -0.910 -5.837 4.137
H -2.504 -4.457 2.814
H -1.753 -2.431 1.707
H 2.468 -0.122 1.451
H 4.033 -1.537 2.693
H 3.240 -3.600 3.793
H 1.446 -5.146 4.310
O -3.332 3.694 -5.891
N -2.238 3.873 -5.393
O -1.332 4.493 -5.913
C -1.987 3.283 -4.075
C -0.760 3.486 -3.471
C -0.491 2.904 -2.243
C -1.465 2.097 -1.567
O -1.227 1.530 -0.437
C -2.700 1.951 -2.253
C -2.962 2.518 -3.492
N -3.795 1.147 -1.707
O -4.643 0.753 -2.477
O -3.849 0.917 -0.503
N 0.783 3.173 -1.714
O 1.251 2.455 -0.636
O 1.566 3.991 -2.222
H 0.000 4.081 -3.952
H -3.911 2.358 -3.979
```



# 3
Here is C36H35AuNP2S2 as an isolated structure in a non-equilibrium geometry from OMol25. Energies are from ωB97M-V/def2-TZVPD.

- HOMO level (spin up / spin down): -9.384 / -9.384 eV
- Gap between HOMO and LUMO (spin up / spin down): 0.1923 / 0.1923 Ha
- Total charge: +1

Structure (XYZ):
```
77
C36H35AuNP2S2 (ωB97M-V/def2-TZVPD)
Au -1.170 -1.145 0.175
C 0.383 2.244 0.539
N 1.673 1.582 0.457
C 1.850 0.605 -0.585
P 1.239 -1.040 0.038
C 2.043 -1.248 1.636
C 3.430 -1.327 1.742
C 4.004 -1.512 2.985
C 3.207 -1.625 4.115
C 1.828 -1.547 4.007
C 1.244 -1.359 2.768
C 1.959 -2.268 -1.061
C 2.000 -2.027 -2.433
C 2.429 -3.023 -3.289
C 2.793 -4.263 -2.788
C 2.732 -4.509 -1.425
C 2.307 -3.521 -0.558
C 2.725 2.533 0.631
C 3.501 2.982 -0.431
C 4.485 3.932 -0.223
C 4.697 4.452 1.041
C 3.927 4.006 2.103
C 2.946 3.052 1.901
P -1.092 1.297 -0.047
C -2.449 2.188 0.749
C -2.811 3.467 0.335
C -3.879 4.100 0.945
C -4.597 3.454 1.941
C -4.231 2.184 2.355
C -3.150 1.554 1.769
C -1.324 1.629 -1.810
C -0.521 2.442 -2.603
C -0.798 2.562 -3.954
C -1.852 1.866 -4.523
C -2.654 1.057 -3.732
C -2.393 0.940 -2.383
H 0.372 3.211 -0.002
H 0.172 2.461 1.596
H 2.920 0.467 -0.781
H 1.336 0.853 -1.528
H 4.044 -1.257 0.855
H 5.077 -1.574 3.076
H 3.662 -1.776 5.081
H 1.209 -1.638 4.886
H 0.166 -1.305 2.664
H 1.693 -1.066 -2.823
H 2.475 -2.831 -4.350
H 3.117 -5.041 -3.463
H 3.012 -5.476 -1.036
H 2.245 -3.707 0.505
H 3.336 2.600 -1.429
H 5.075 4.276 -1.060
H 5.459 5.201 1.196
H 4.091 4.404 3.092
H 2.351 2.700 2.731
H -2.262 3.952 -0.460
H -4.156 5.096 0.637
H -5.448 3.943 2.392
H -4.791 1.680 3.128
H -2.850 0.565 2.087
H 0.309 2.989 -2.177
H -0.189 3.210 -4.564
H -2.051 1.955 -5.580
H -3.482 0.520 -4.166
H -3.017 0.315 -1.755
C -5.426 -3.348 0.055
C -3.973 -2.995 0.111
S -3.667 -1.319 0.227
C -2.997 -3.971 0.087
C -3.348 -5.424 0.039
S -1.313 -3.661 0.126
H -6.032 -2.446 0.040
H -5.707 -3.937 0.928
H -5.643 -3.927 -0.842
H -4.419 -5.589 0.026
H -2.923 -5.930 0.906
H -2.908 -5.889 -0.843
```